Formula: C15H40B2CuF8O15S5
Source: the Open Molecules 2025 dataset
Level of theory: ωB97M-V/def2-TZVPD

Values from the calculation:
Energy relative to the best compared isomer or geometry (same formula, charge and spin) = 0.6 kcal/mol
LUMO level (spin up / spin down) = 0.18 / -2.66 eV
HOMO level (spin up / spin down) = -10.80 / -10.80 eV
2S+1 = 2
HOMO-LUMO gap (spin up / spin down) = 10.98 / 8.14 eV
<S²> = 0.751

```
86
Properties=species:S:1:pos:R:3:mulliken_spin:R:1
Cu 0.3787 0.4676 0.0765 0.921
B 2.2327 1.9070 1.6318 -0.002
F 3.0504 0.8753 2.1311 0.000
F 0.9316 1.7457 2.1231 0.001
F 2.7528 3.1549 1.8828 0.001
F 2.1078 1.6811 0.1958 0.037
B -1.6290 -0.9553 -1.2670 0.001
F -1.6947 0.4297 -1.1230 0.001
F -2.8232 -1.5671 -0.8918 0.001
F -1.2536 -1.2895 -2.5685 0.001
F -0.5771 -1.3115 -0.3629 0.034
O -2.6450 2.7998 2.6117 0.000
S -2.6935 1.4985 2.0628 0.000
O -1.5287 0.7366 1.6920 0.001
O -3.5892 0.5995 3.0629 0.000
C -3.4962 -0.8442 2.9225 0.000
C -4.2442 -1.4317 4.0966 0.000
C -3.8546 1.5423 0.6607 0.000
H -2.4366 -1.0998 2.9181 0.000
H -3.9332 -1.1142 1.9592 0.000
H -3.7596 -1.1319 5.0273 0.000
H -4.2413 -2.5211 4.0798 0.000
H -5.2695 -1.0681 4.1499 0.000
H -3.5562 2.3712 0.0314 0.000
H -4.8255 1.6944 1.1307 0.000
H -3.8958 0.5403 0.2399 0.000
O 0.9254 0.8275 -2.2473 -0.001
S 1.1832 1.3637 -3.5510 0.000
O 1.9390 2.5877 -3.6475 0.000
O 1.9053 0.1766 -4.3570 0.000
C 2.2681 0.3653 -5.7196 0.000
C 3.5239 -0.4427 -6.0548 0.000
C -0.3985 1.5118 -4.4638 0.000
H 2.2887 1.3769 -6.1256 0.000
H 1.4764 -0.0944 -6.3302 0.000
H 3.3848 -1.5171 -5.9765 0.000
H 4.2895 -0.1283 -5.3424 0.000
H 3.8192 -0.1750 -7.0676 0.000
H -0.1145 1.6616 -5.5001 0.000
H -0.8429 2.3784 -3.9783 0.000
H -0.9728 0.6094 -4.2736 0.000
O 1.9926 -1.0720 -0.4194 0.008
S 2.8659 -2.1832 -0.6640 -0.001
O 4.2936 -1.9706 -0.6116 0.001
O 2.4111 -3.3687 0.3331 0.000
C 3.2757 -4.5123 0.3713 0.000
C 4.0727 -4.4979 1.6685 0.000
C 2.4643 -2.8466 -2.2957 0.001
H 3.9453 -4.5564 -0.4899 0.000
H 2.6859 -5.4283 0.3383 0.000
H 3.3661 -4.2914 2.4694 0.000
H 4.8612 -3.7431 1.6500 0.000
H 4.6225 -5.4313 1.7987 0.000
H 2.6440 -2.0557 -3.0180 0.000
H 1.4156 -3.1350 -2.2694 0.000
H 3.1181 -3.7029 -2.4386 0.000
O 0.5301 -3.3179 2.7775 0.001
S 0.8247 -1.9355 2.9782 0.001
O 0.5923 -0.9869 1.9385 -0.003
O -0.0589 -1.4718 4.2527 0.000
C -0.2838 -2.3683 5.3444 0.000
C -1.2554 -1.7874 6.3621 0.000
C 2.4593 -1.6811 3.6702 0.000
H 0.6366 -2.7920 5.7450 0.000
H -0.8429 -3.2006 4.9023 0.000
H -0.7965 -0.9841 6.9451 0.000
H -1.4533 -2.5600 7.1044 0.000
H -2.1450 -1.4020 5.8754 0.000
H 2.7538 -2.6649 4.0372 0.000
H 2.4475 -0.9636 4.4807 0.000
H 3.1197 -1.4017 2.8517 0.000
O -1.6499 4.7619 0.1429 0.000
S -0.9569 3.8533 -0.7352 -0.001
O -0.4088 2.6161 -0.2529 -0.005
O -1.9595 3.4792 -1.9468 0.000
C -2.8719 4.4812 -2.3933 0.000
C -4.1179 3.9036 -3.0785 0.000
C 0.3634 4.7777 -1.5899 0.000
H -2.3421 5.1240 -3.1024 0.000
H -3.2511 5.0723 -1.5621 0.000
H -3.9815 2.9223 -3.5332 0.000
H -4.5048 4.6009 -3.8159 0.000
H -4.8535 3.7593 -2.2854 0.000
H 0.4765 4.2822 -2.5552 0.000
H 1.3185 4.6811 -1.0826 0.000
H -0.0058 5.7876 -1.7355 0.000
```